[1]
Formula: C5H3N5
Source: the OMol25 dataset
Level of theory: wB97M-V/def2-TZVPD

Positions of all 13 atoms, in Å:
C -1.9626 -1.4302 -0.0470
N 3.9698 -0.8978 -0.1084
H -2.4283 1.1740 -0.1003
N 0.8799 0.6974 -0.0482
C -0.4911 0.5109 -0.0432
C -0.7225 -0.8268 -0.0069
N -1.3775 1.7092 -0.2313
C 2.9013 -0.7501 -0.0044
H -1.1378 2.2699 0.7961
H 1.5535 1.4092 0.0401
N 0.4303 -1.4716 -0.0458
C 1.4595 -0.5535 -0.1259
N -3.0747 -1.8409 -0.0750

Results
structure (SMILES): N#Cc1nc(C#N)c(N)[nH]1
HOMO-LUMO gap: 9.52 eV
energy relative to the best compared isomer or geometry (same formula, charge and spin): 1.3511 eV
energy: -466.0248 Ha
E_HOMO: -9.5 eV
net charge: 0

natural (NBO) atomic charge list, values in e, 2 entries: 0.2648, -0.2464

=====

[2]
Formula: C5H3NO
Source: the OMol25 dataset
Level of theory: wB97M-V/def2-TZVPD

Positions of all 10 atoms, in Å:
C -0.2643 0.3260 1.0225
C -0.8512 0.8981 -0.1167
H -1.8596 0.4174 -2.1216
N 1.8469 -0.3745 0.3111
C -1.2511 0.5036 -1.2426
H -1.1076 -1.4762 -0.0991
O 0.8880 -1.0516 -0.4975
C 1.1985 0.4106 1.0919
C -0.3670 -0.6829 -0.1255
H 1.7672 1.0294 1.7775

Results
HOMO-LUMO gap: 9.19 eV
energy relative to the best compared isomer or geometry (same formula, charge and spin): 6.3013 eV
energy: -322.0602 Ha
E_HOMO: -8.4 eV
net charge: 0

natural (NBO) atomic charge list, values in e, 2 entries: -0.3585, 0.1365

=====

[3]
Formula: C5H3NO
Source: the OMol25 dataset
Level of theory: wB97M-V/def2-TZVPD

Positions of all 10 atoms, in Å:
C 2.4009 0.7462 -0.1358
C 0.2536 -0.2032 0.3537
O -2.1168 0.9980 -0.5665
H -0.8051 -1.9843 0.1029
H 1.2784 1.0078 1.7005
C -0.7917 -0.9015 -0.0043
H -2.8249 -0.8720 -0.8486
N 3.3454 0.8684 -0.7938
C -2.0050 -0.2030 -0.5253
C 1.2652 0.5436 0.7172

Results
structure (SMILES): N#CC=C=CC=O
HOMO-LUMO gap: 9.98 eV
energy relative to the best compared isomer or geometry (same formula, charge and spin): 1.5271 eV
energy: -322.2357 Ha
E_HOMO: -10.5 eV
net charge: 0

natural (NBO) atomic charge list, values in e, 2 entries: 0.2597, 0.2706

=====

[4]
Formula: C5H3NO
Source: the OMol25 dataset
Level of theory: wB97M-V/def2-TZVPD

Positions of all 10 atoms, in Å:
H 0.0062 2.1566 0.0225
H -1.8506 -0.4523 2.5891
C 0.2463 1.2258 -0.4787
C 0.2221 -0.0925 0.0651
N 0.5707 1.2124 -1.7386
O 0.7576 -0.1188 -2.0653
C 0.5258 -0.8763 -0.9982
H 0.5891 -1.9493 -1.1074
C -0.2371 -0.4610 1.3366
C -0.8301 -0.6446 2.3747

Results
structure (SMILES): C#Cc1cnoc1
HOMO-LUMO gap: 10.01 eV
energy relative to the best compared isomer or geometry (same formula, charge and spin): 3.1041 eV
energy: -322.1777 Ha
E_HOMO: -9.6 eV
net charge: 0

natural (NBO) atomic charge list, values in e, 2 entries: 0.2315, 0.2419

=====

[5]
Formula: C5H3NO
Source: the OMol25 dataset
Level of theory: wB97M-V/def2-TZVPD

Positions of all 10 atoms, in Å:
C 0.1328 0.3264 -1.2338
C -0.4260 1.6387 -0.9738
H 0.2798 -0.0915 -2.2098
H -0.6525 2.3464 -1.7125
C -0.5679 1.6930 0.3760
C 0.2040 -0.2761 -0.0263
H -0.8976 2.3871 1.1399
O -0.2392 0.5023 0.9597
C 0.4807 -1.6155 0.3373
N 0.6059 -2.7513 0.6041

Results
structure (SMILES): N#Cc1ccco1
HOMO-LUMO gap: 10.15 eV
energy relative to the best compared isomer or geometry (same formula, charge and spin): 0.2718 eV
energy: -322.2818 Ha
E_HOMO: -9.5 eV
net charge: 0

natural (NBO) atomic charge list, values in e, 2 entries: -0.2334, -0.3058

=====

[6]
Formula: C5H3NO
Source: the OMol25 dataset
Level of theory: wB97M-V/def2-TZVPD

Positions of all 10 atoms, in Å:
O 0.2384 0.8892 0.5257
C -1.0842 -0.7599 0.0910
C 1.0088 -0.2101 -1.3537
C 1.9986 -0.2346 -2.0624
H -1.3698 -1.7717 -0.1837
H 2.5912 -0.4913 -3.0200
C 0.0029 -0.0464 -0.3277
H -0.4085 1.3728 2.3271
C -0.6741 0.6218 1.5754
N -1.4616 -0.3497 1.3051

Results
structure (SMILES): C#Cc1cnco1
HOMO-LUMO gap: 9.80 eV
energy relative to the best compared isomer or geometry (same formula, charge and spin): 2.2938 eV
energy: -322.2075 Ha
E_HOMO: -9.0 eV
net charge: 0

natural (NBO) atomic charge list, values in e, 2 entries: -0.3888, -0.1008

=====

[7]
Formula: C5H3NO
Source: the OMol25 dataset
Level of theory: wB97M-V/def2-TZVPD

Positions of all 10 atoms, in Å:
C 0.1289 1.7886 1.8081
C -1.4338 -0.6242 -0.4430
C 0.9097 -0.4488 -0.8134
H 0.2330 2.5081 2.5908
C -0.1326 0.0008 -0.1108
C 0.0173 0.9771 0.9232
N 1.7967 -0.8258 -1.5410
H -2.2881 -0.2392 0.1454
H 2.3360 -1.6473 -1.2794
O -1.5671 -1.4893 -1.2800

Results
structure (SMILES): C#CC(=C=N)C=O
HOMO-LUMO gap: 9.40 eV
energy relative to the best compared isomer or geometry (same formula, charge and spin): 2.3119 eV
energy: -322.2068 Ha
E_HOMO: -9.1 eV
net charge: 0

natural (NBO) atomic charge list, values in e, 2 entries: -0.2026, 0.4316

=====

[8]
Formula: C5H3NO
Source: the OMol25 dataset
Level of theory: wB97M-V/def2-TZVPD

Positions of all 10 atoms, in Å:
C 1.4420 -0.4276 0.9816
C -0.7192 -1.1626 -0.1394
N -1.5869 -0.5829 -0.9018
C -0.1624 1.0661 -0.2409
C 0.2962 -0.2373 0.3202
H 0.6079 1.5135 -0.8746
H -0.4559 1.7817 0.5351
H -0.7885 -2.2238 0.0618
O -1.3147 0.7355 -1.0270
C 2.6817 -0.4627 1.2851

Results
HOMO-LUMO gap (alpha / beta): 8.00 / 8.00 eV
energy relative to the best compared isomer or geometry (same formula, charge and spin): 5.3443 eV
energy: -322.0954 Ha
E_HOMO (alpha / beta): -10.1 / -10.1 eV
net charge: 0

natural (NBO) atomic charge list, values in e, 2 entries: -0.4467, -0.0785

=====

[9]
Formula: C5H3NS2
Source: the OMol25 dataset
Level of theory: wB97M-V/def2-TZVPD

Positions of all 11 atoms, in Å:
C -2.7693 -1.3826 -0.2692
C -1.7351 -1.3388 0.3459
S 3.5968 -0.8448 0.5794
H -0.1696 2.2045 -1.2628
H -0.1611 1.6320 0.4000
C -0.3761 -1.0506 0.5375
N 0.5290 2.0023 -0.3485
H -3.7404 -1.7379 -0.1879
C 0.7590 -0.6473 0.4831
C 2.0442 -0.1096 0.2852
S 2.0225 1.2727 -0.5626

Results
structure (SMILES): C#CC#CC(=S)SN
HOMO-LUMO gap (alpha / beta): 7.15 / 7.15 eV
energy relative to the best compared isomer or geometry (same formula, charge and spin): 2.4492 eV
energy: -1043.2445 Ha
E_HOMO (alpha / beta): -8.5 / -8.5 eV
net charge: 0

natural (NBO) atomic charge list, values in e, 2 entries: -0.1436, -0.0718

=====

[10]
Formula: C5H4
Source: the OMol25 dataset
Level of theory: wB97M-V/def2-TZVPD

Positions of all 9 atoms, in Å:
H -2.0211 -1.0165 0.7916
C 3.1007 0.2218 -0.0259
C 0.5637 0.1482 -0.4758
C -2.0059 -0.1623 0.1073
H 4.1080 0.2107 0.3195
C -0.6291 0.0311 -0.3295
C 1.9361 0.2107 -0.3371
H -2.3492 0.7184 0.6589
H -2.7033 -0.3622 -0.7089

Results
structure (SMILES): C#CC#CC
HOMO-LUMO gap: 10.26 eV
energy relative to the best compared isomer or geometry (same formula, charge and spin): 0.0977 eV
energy: -192.7905 Ha
E_HOMO: -9.3 eV
net charge: 0

natural (NBO) atomic charge list, values in e, 2 entries: 0.2430, -0.1753

=====

[11]
Formula: C5H4
Source: the OMol25 dataset
Level of theory: wB97M-V/def2-TZVPD

Positions of all 9 atoms, in Å:
H 1.9720 -0.3549 0.8791
H -1.4497 -1.0023 0.9904
H -1.4782 0.7658 0.8110
C -0.0389 -0.1712 -0.3860
C -1.3469 -0.1815 0.2748
C 0.8084 0.0561 -1.2985
H -2.1301 -0.2639 -0.4832
C 1.5276 0.3145 0.1490
C 2.1357 0.8373 -0.9366

Results
HOMO-LUMO gap: 8.58 eV
energy relative to the best compared isomer or geometry (same formula, charge and spin): 3.8437 eV
energy: -192.6529 Ha
E_HOMO: -8.7 eV
net charge: 0

natural (NBO) atomic charge list, values in e, 2 entries: 0.2605, 0.2362

=====

[12]
Formula: C5H4
Source: the OMol25 dataset
Level of theory: wB97M-V/def2-TZVPD

Positions of all 9 atoms, in Å:
C 1.6552 -0.6237 0.0605
C 2.0734 0.5313 -0.3174
C -0.6814 0.7878 -0.4486
C 0.5076 0.4137 0.4214
H 0.2168 0.3116 1.4887
H 1.8659 -1.7191 -0.0556
H -1.6712 0.6767 -0.1054
H -0.5291 0.8287 -1.4858
C 0.1770 1.7750 0.2863

Results
HOMO-LUMO gap: 8.70 eV
energy relative to the best compared isomer or geometry (same formula, charge and spin): 5.7642 eV
energy: -192.5823 Ha
E_HOMO: -9.0 eV
net charge: 0

natural (NBO) atomic charge list, values in e, 2 entries: -0.3542, 0.0580